Formula: C4H6N4
Source: OMol25
Level of theory: ωB97M-V/def2-TZVPD

Properties
SMILES: [H]/N=C/N1C=CN=CN1
LUMO energy in eV: 0.809
F_max in eV/A: 5.9
HOMO in eV: -7.919
Energy relative to the best compared isomer or geometry (same formula, charge and spin) in eV: 4.902

Atoms and positions in Å:
H (3.1153, 0.1499, -0.8260)
N (2.3390, 0.2550, -0.2654)
C (1.4487, -0.6799, -0.2202)
N (0.3087, -0.2856, 0.4162)
C (-0.9388, -1.1947, 0.3514)
C (-2.0248, -0.6167, -0.0952)
N (-1.7660, 0.6842, -0.5628)
C (-0.8350, 1.5224, -0.1157)
N (0.2278, 1.0814, 0.7695)
H (1.5613, -1.7816, -0.6257)
H (-0.7578, -2.3881, 0.4735)
H (-3.1320, -0.8193, 0.0280)
H (-0.7805, 2.5241, -0.2146)
H (1.2341, 1.5490, 0.8869)